Arrangement P

C8H17NO | the ωB97M-V functional and the def2-TZVPD basis

Structure (XYZ):
```
27
Properties=species:S:1:pos:R:3
C 1.777 -0.263 0.192
C -0.512 0.961 -0.385
C -0.561 -0.276 0.184
C 2.124 -0.862 -1.142
C 2.420 1.074 0.444
C 1.921 -1.221 1.345
C -3.792 -0.119 0.763
C -2.945 0.499 -0.311
O -0.382 1.199 -1.702
N -3.448 0.972 -1.363
H -0.507 0.378 -2.200
H -0.391 1.858 0.207
H -2.763 1.403 -1.992
H -0.701 -1.160 -0.423
H -0.707 -0.360 1.250
H 1.561 -1.782 -1.338
H 1.951 -0.160 -1.963
H 3.190 -1.144 -1.198
H 2.294 1.762 -0.397
H 3.510 0.976 0.588
H 2.026 1.551 1.347
H 2.978 -1.499 1.504
H 1.565 -0.786 2.283
H 1.378 -2.156 1.174
H -4.861 -0.046 0.531
H -3.593 0.375 1.717
H -3.531 -1.174 0.885
```

Charge ... 0
E_HOMO (spin up / spin down) ... -6.23 / -6.55 eV
LUMO (spin up / spin down) ... 0.6 / 0.6 eV

Atomic partial charges in e from the Mulliken method, atoms 1 to 8: atom 1 (C): 1.539, atom 2 (C): -0.230, atom 3 (C): -0.611, atom 4 (C): -1.619, atom 5 (C): -1.690, atom 6 (C): -1.670, atom 7 (C): -1.080, atom 8 (C): 0.554

Arrangement Q

C8H17NO | the ωB97M-V functional and the def2-TZVPD basis

Structure (XYZ):
```
27
Properties=species:S:1:pos:R:3
C 3.249 0.806 -0.144
N 2.098 -0.067 -0.213
C 2.339 -1.456 0.104
C 0.897 0.463 -0.568
O 0.803 1.642 -0.861
C -0.288 -0.486 -0.601
C -1.564 0.087 0.054
C -2.154 1.211 -0.796
C -2.588 -1.047 0.172
C -1.229 0.612 1.452
H 3.666 0.808 0.866
H 4.018 0.486 -0.850
H 2.922 1.812 -0.401
H 3.412 -1.603 0.208
H 1.866 -1.745 1.047
H 1.985 -2.115 -0.691
H -0.498 -0.697 -1.654
H -0.048 -1.424 -0.108
H -1.411 1.988 -0.952
H -2.467 0.832 -1.767
H -3.019 1.645 -0.301
H -2.220 -1.841 0.818
H -3.518 -0.671 0.592
H -2.804 -1.473 -0.806
H -2.133 0.949 1.955
H -0.542 1.451 1.385
H -0.771 -0.168 2.058
```

Structure (SMILES) ... CN(C)C(=O)CC(C)(C)C
Charge ... 0
E_HOMO ... -9.17 eV
LUMO ... 0.7 eV

Atomic partial charges in e from the Mulliken method, atoms 1 to 8: atom 1 (C): -1.103, atom 2 (N): 0.091, atom 3 (C): -1.047, atom 4 (C): 0.587, atom 5 (O): -0.688, atom 6 (C): -1.032, atom 7 (C): 2.024, atom 8 (C): -1.710

Pick arrangement Q: it beats the second-best structure by 568.0 kJ/mol.

Arrangement P

C6H17N2 | the ωB97M-V functional and the def2-TZVPD basis

Structure (XYZ):
```
25
Properties=species:S:1:pos:R:3
C -1.432 2.672 -0.274
C -0.462 2.100 0.751
C 0.453 0.935 0.479
N 1.208 0.954 -0.831
C -0.246 -0.523 0.697
N 0.479 -1.487 -0.078
C -0.382 -2.093 -1.168
C 0.968 -2.604 0.702
H -1.636 3.734 -0.202
H -1.119 2.376 -1.260
H -2.436 2.237 -0.168
H 0.289 2.915 0.921
H -0.967 1.967 1.722
H 1.187 0.736 1.260
H 0.944 0.074 -1.300
H 0.974 1.821 -1.314
H 2.211 0.882 -0.683
H -1.302 -0.523 0.459
H -0.130 -0.562 1.786
H 0.272 -2.818 -1.642
H -0.736 -1.323 -1.863
H -1.265 -2.524 -0.720
H 0.216 -3.357 0.993
H 1.387 -2.277 1.663
H 1.529 -3.313 0.070
```

Structure (SMILES) ... CC[C@H]([NH3+])CN(C)C
Charge ... +1
E_HOMO ... -13.04 eV
LUMO ... -3.2 eV

Atomic partial charges in e from the Mulliken method, atoms 1 to 8: atom 1 (C): -1.086, atom 2 (C): -0.612, atom 3 (C): -0.061, atom 4 (N): -0.086, atom 5 (C): -0.963, atom 6 (N): -0.171, atom 7 (C): -1.221, atom 8 (C): -0.981

Arrangement Q

C6H17N2 | the ωB97M-V functional and the def2-TZVPD basis

Structure (XYZ):
```
25
Properties=species:S:1:pos:R:3
C -1.507 1.975 0.919
C -1.046 1.131 2.106
C -0.046 0.017 1.775
C 0.054 -1.004 2.896
H -0.763 2.706 0.594
H -2.395 2.552 1.174
H -1.817 1.335 0.085
H -1.926 0.668 2.542
H -0.589 1.770 2.861
H 0.936 0.471 1.597
H -0.329 -0.526 0.861
H 0.275 -0.485 3.831
H 0.897 -1.679 2.769
H -0.888 -1.516 3.078
C 1.126 -0.098 -2.016
C 0.290 -1.134 -2.052
N 0.432 -2.231 -2.842
N 0.820 1.078 -1.192
H 2.025 0.001 -2.607
H -0.611 -1.108 -1.452
H 0.046 -3.090 -2.478
H 1.339 -2.385 -3.259
H 0.502 1.907 -1.699
H 1.627 1.304 -0.606
H 0.080 0.881 -0.506
```

Charge ... +1
E_HOMO ... -13.19 eV
LUMO ... -3.1 eV

Atomic partial charges in e from the Mulliken method, atoms 1 to 8: atom 1 (C): -1.434, atom 2 (C): -0.082, atom 3 (C): 0.195, atom 4 (C): -1.482, atom 5 (H): 0.273, atom 6 (H): 0.390, atom 7 (H): 0.444, atom 8 (H): 0.355

Arrangement R

C6H17N2 | the ωB97M-V functional and the def2-TZVPD basis

Structure (XYZ):
```
25
Properties=species:S:1:pos:R:3
N 0.722 0.112 -0.015
C 2.107 0.468 -0.147
C 2.910 -0.286 -1.271
C 2.728 0.338 1.241
N -1.573 0.773 1.495
C -2.055 0.723 0.084
C -2.826 -0.614 -0.112
C -2.183 -1.438 -1.254
H -0.553 0.517 1.451
H 0.936 -0.913 -0.021
H -1.530 1.767 1.757
H 2.119 1.535 -0.376
H 2.959 -1.353 -1.053
H 2.498 -0.114 -2.254
H 3.982 -0.033 -1.314
H 2.132 0.966 1.962
H 3.646 0.964 1.427
H 2.789 -0.727 1.520
H -2.779 1.528 0.019
H -1.132 0.823 -0.531
H -3.869 -0.260 -0.475
H -3.079 -1.119 0.848
H -2.380 -2.516 -1.085
H -2.574 -1.199 -2.233
H -1.148 -1.119 -1.182
```

Charge ... +1
E_HOMO ... -14.00 eV
LUMO ... -8.6 eV

Atomic partial charges in e from the Mulliken method, atoms 1 to 8: atom 1 (N): -0.154, atom 2 (C): 0.110, atom 3 (C): -1.337, atom 4 (C): -1.196, atom 5 (N): -0.534, atom 6 (C): -0.315, atom 7 (C): -0.384, atom 8 (C): -0.714

Arrangement S

C6H17N2 | the ωB97M-V functional and the def2-TZVPD basis

Structure (XYZ):
```
25
Properties=species:S:1:pos:R:3
C 0.008 0.804 -2.108
C 0.140 1.368 -0.654
N -0.227 0.236 0.326
C -1.200 0.490 1.355
C -2.507 1.137 0.674
C 1.114 -0.112 1.079
C 1.736 -1.406 0.435
N 0.878 -2.195 -0.736
H -0.116 -0.223 -2.268
H 0.688 1.194 -2.715
H -0.814 1.304 -2.555
H -0.661 2.108 -0.414
H 1.211 1.608 -0.663
H -1.444 -0.654 1.772
H -0.705 1.050 2.160
H -2.682 2.078 0.992
H -2.305 1.087 -0.404
H -3.306 0.436 0.735
H 1.013 -0.322 2.079
H 1.898 0.669 1.196
H 1.945 -2.117 1.110
H 2.566 -1.083 -0.063
H 0.371 -1.488 -1.173
H 1.642 -2.495 -1.324
H 0.402 -3.130 -0.283
```

Structure (SMILES) ... CCN(CC)CC[NH3+]
Charge ... +1
E_HOMO ... -12.62 eV
LUMO ... -3.6 eV

Atomic partial charges in e from the Mulliken method, atoms 1 to 8: atom 1 (C): -1.472, atom 2 (C): -0.672, atom 3 (N): 0.010, atom 4 (C): -0.352, atom 5 (C): -1.321, atom 6 (C): -0.913, atom 7 (C): -0.738, atom 8 (N): -0.225

Pick arrangement Q: it beats the second-best structure by 68.8 kJ/mol.

Arrangement P

C6H16O | the ωB97M-V functional and the def2-TZVPD basis

Structure (XYZ):
```
23
Properties=species:S:1:pos:R:3
C 2.435 -0.054 -1.189
C 1.745 -0.242 0.176
C 0.267 -0.437 0.044
C -0.609 0.594 -0.546
C -1.452 -0.169 -1.572
C -1.584 1.260 0.340
H 2.068 0.833 -1.667
H 3.531 -0.130 -1.062
H 2.240 -0.866 -1.983
H 1.909 0.646 0.792
H 2.196 -1.085 0.697
H -0.038 -0.405 1.115
H 0.059 -1.519 -0.296
H 0.018 1.349 -1.175
H -0.819 -0.788 -2.100
H -2.002 0.640 -2.093
H -2.211 -0.789 -1.071
H -1.134 1.981 1.059
H -2.544 1.616 -0.111
H -2.022 0.506 1.116
H -0.330 -1.249 2.513
H -0.840 -0.428 3.701
O -0.883 -1.266 3.311
```

Multiplicity ... 2
Charge ... +1
E_HOMO (spin up / spin down) ... -15.41 / -15.28 eV
<S²> ... 0.753
LUMO (spin up / spin down) ... -2.8 / -10.3 eV

Atomic partial charges in e from the Mulliken method, atoms 1 to 8: atom 1 (C): -1.194, atom 2 (C): -0.492, atom 3 (C): -0.224, atom 4 (C): 1.099, atom 5 (C): -1.557, atom 6 (C): -1.403, atom 7 (H): 0.383, atom 8 (H): 0.363

Arrangement Q

C6H16O | the ωB97M-V functional and the def2-TZVPD basis

Structure (XYZ):
```
23
Properties=species:S:1:pos:R:3
C 0.100 2.355 -0.117
C 0.737 1.122 0.513
C 0.499 -0.256 -0.075
C -0.870 -0.640 -0.474
C 1.336 -1.322 0.603
C 1.360 -2.756 0.231
H -0.871 2.110 -0.471
H 0.598 2.752 -1.000
H -0.065 3.126 0.628
H 1.813 1.320 0.579
H 0.423 1.086 1.561
H 1.055 -0.167 -1.081
H -1.255 0.098 -1.184
H -0.873 -1.590 -0.894
H -1.642 -0.561 0.304
H 0.777 -1.136 1.568
H 2.292 -0.936 0.984
H 0.659 -2.994 -0.566
H 1.148 -3.353 1.123
H 2.335 -3.089 -0.129
H -3.661 1.078 -1.134
H -2.610 2.207 -0.579
O -3.285 1.549 -0.390
```

Multiplicity ... 2
Charge ... +1
E_HOMO (spin up / spin down) ... -14.77 / -14.77 eV
<S²> ... 0.753
LUMO (spin up / spin down) ... -2.8 / -9.5 eV

Atomic partial charges in e from the Mulliken method, atoms 1 to 8: atom 1 (C): -0.710, atom 2 (C): -0.697, atom 3 (C): 0.728, atom 4 (C): -1.335, atom 5 (C): -0.399, atom 6 (C): -1.079, atom 7 (H): -0.317, atom 8 (H): 0.375

Pick arrangement Q: it beats the second-best structure by 89.8 kJ/mol.

Arrangement P

C5H11O2S | the ωB97M-V functional and the def2-TZVPD basis

Structure (XYZ):
```
19
Properties=species:S:1:pos:R:3
C 0.851 -2.006 -1.585
C -1.612 -0.465 -1.714
S -0.974 -2.125 -2.164
H 1.032 -2.929 -1.024
H 1.359 -1.853 -2.491
H 0.976 -1.039 -1.045
H -1.255 0.513 -2.139
H -1.325 -0.220 -0.636
H -2.624 -0.488 -1.893
C 0.185 0.542 1.151
C -0.093 1.011 2.599
C 0.930 1.777 0.313
O 1.762 2.475 0.849
O 0.694 1.559 -0.930
H 1.146 -0.044 1.132
H -0.465 0.012 0.696
H -0.429 1.982 2.626
H 0.670 0.927 3.147
H -0.828 0.371 3.108
```

Charge ... -1
E_HOMO ... -3.80 eV
LUMO ... 3.2 eV

Atomic partial charges in e from the Mulliken method, atoms 1 to 8: atom 1 (C): -0.647, atom 2 (C): -0.632, atom 3 (S): -0.170, atom 4 (H): 0.274, atom 5 (H): 0.295, atom 6 (H): 0.131, atom 7 (H): 0.287, atom 8 (H): 0.058

Arrangement Q

C5H11O2S | the ωB97M-V functional and the def2-TZVPD basis

Structure (XYZ):
```
19
Properties=species:S:1:pos:R:3
C 1.224 -2.071 -0.235
C 0.156 -1.033 -0.469
C 1.104 -0.820 2.387
S 1.348 -2.440 1.553
H 1.088 -3.021 -0.723
H 2.216 -1.704 -0.576
H -0.467 -1.282 -1.337
H 0.428 0.051 -0.497
H 1.141 0.057 1.759
H 0.243 -0.929 3.030
H 2.010 -0.529 2.938
H -0.531 -0.857 0.362
C -2.016 1.632 -1.273
C -0.676 2.629 -1.126
O -0.306 2.666 0.068
O -0.247 3.353 -2.043
H -2.611 2.131 -2.021
H -2.446 1.539 -0.273
H -1.657 0.629 -1.523
```

Charge ... -1
E_HOMO ... -3.88 eV
LUMO ... 2.9 eV

Atomic partial charges in e from the Mulliken method, atoms 1 to 8: atom 1 (C): -0.367, atom 2 (C): -1.299, atom 3 (C): -0.809, atom 4 (S): -0.189, atom 5 (H): 0.350, atom 6 (H): 0.283, atom 7 (H): 0.276, atom 8 (H): 0.393

Pick arrangement Q: it beats the second-best structure by 118.0 kJ/mol.